# 1
{"formula": "C16H19F3Ge2MgSe3Te", "method": "ωB97M-V/def2-TZVPD", "species": ["Mg", "Se", "Se", "Te", "Se", "F", "C", "F", "F", "C", "Ge", "C", "C", "Ge", "C", "C", "C", "C", "C", "C", "C", "C", "C", "C", "C", "C", "H", "H", "H", "H", "H", "H", "H", "H", "H", "H", "H", "H", "H", "H", "H", "H", "H", "H", "H"], "positions_angstrom": [[2.1514, -1.7940, 0.9036], [0.9592, -3.5034, -0.2841], [1.9947, -5.4138, -1.0550], [4.4412, -5.3102, -0.4339], [4.5080, -3.5396, 1.1322], [3.1297, 0.4891, 2.4507], [3.1693, -0.8815, 2.6136], [4.4006, -1.1088, 3.1787], [2.2828, -1.0889, 3.6731], [0.4524, -0.6376, -3.5044], [0.5010, 0.7228, -2.0855], [-0.8284, 2.0777, -2.6037], [2.2903, 1.5368, -2.2248], [0.1752, -0.2976, 0.0926], [-0.0136, 1.2343, 1.3502], [-0.3238, 0.9917, 2.6868], [-0.3642, 2.0113, 3.6219], [-0.0734, 3.3128, 3.2441], [0.2520, 3.5769, 1.9251], [0.2765, 2.5475, 0.9959], [-1.6821, -0.9864, -0.0838], [-1.9615, -2.0219, -0.9742], [-3.2405, -2.5346, -1.1131], [-4.2814, -2.0284, -0.3493], [-4.0258, -0.9966, 0.5388], [-2.7442, -0.4801, 0.6622], [0.6923, -0.1746, -4.4605], [-0.5313, -1.0913, -3.5788], [1.1731, -1.4284, -3.3046], [-0.6174, 2.4270, -3.6131], [-0.8277, 2.9306, -1.9333], [-1.8233, 1.6401, -2.5905], [2.4684, 1.8883, -3.2402], [3.0502, 0.7912, -1.9858], [2.4174, 2.3713, -1.5403], [-0.5219, -0.0236, 3.0161], [-0.5992, 1.7860, 4.6532], [-0.0927, 4.1117, 3.9737], [0.4987, 4.5858, 1.6187], [0.5316, 2.7857, -0.0285], [-1.1573, -2.4514, -1.5734], [-3.4221, -3.3381, -1.8149], [-5.2793, -2.4357, -0.4451], [-4.8278, -0.5911, 1.1427], [-2.5768, 0.3390, 1.3472]], "forces_ev_per_a": [[0.914, 0.244, 0.686], [-0.160, -0.848, -0.521], [0.124, -0.387, -0.122], [-0.306, -0.191, -0.210], [0.110, 0.392, 0.187], [0.175, 0.158, 0.026], [-0.396, 0.241, 0.042], [-0.048, -0.101, -0.143], [0.061, -0.066, 0.130], [0.042, 0.026, 0.045], [0.058, -0.047, 0.006], [0.035, -0.064, -0.038], [0.009, -0.075, -0.023], [-0.257, 0.441, 0.157], [0.038, -0.104, -0.110], [-0.044, -0.180, 0.076], [-0.007, 0.024, 0.070], [-0.024, 0.054, 0.054], [0.034, 0.089, 0.000], [-0.011, 0.080, -0.105], [0.068, 0.025, 0.024], [0.157, -0.107, -0.298], [-0.054, -0.032, -0.024], [-0.034, -0.030, -0.008], [-0.080, -0.003, 0.026], [0.011, 0.060, -0.009], [0.034, 0.031, -0.115], [-0.157, -0.052, -0.003], [0.064, -0.062, 0.020], [0.010, 0.057, -0.122], [0.013, 0.131, 0.115], [-0.124, -0.067, 0.008], [0.024, 0.051, -0.100], [0.024, -0.013, 0.002], [-0.001, 0.094, 0.087], [0.011, -0.013, -0.010], [-0.026, -0.017, 0.073], [0.011, 0.031, 0.035], [-0.014, 0.044, -0.020], [0.037, 0.010, -0.069], [-0.258, 0.146, 0.117], [-0.015, -0.054, -0.038], [-0.052, -0.013, -0.006], [-0.039, 0.033, 0.018], [0.044, 0.065, 0.091]], "total_charge": -1, "total_energy_ev": -346865.32108, "mol_weight_g_mol": 802.33, "spin_multiplicity": 2, "gap_ev": [6.38, 4.83], "s2": 0.76, "e_homo_ev": [-4.5, -4.5]}

---

# 2
{"formula": "C6H15BrN", "method": "ωB97M-V/def2-TZVPD", "species": ["C", "C", "C", "C", "C", "C", "N", "Br", "H", "H", "H", "H", "H", "H", "H", "H", "H", "H", "H", "H", "H", "H", "H"], "positions_angstrom": [[-0.1215, 1.4201, -2.0277], [1.0653, 1.5557, 0.1409], [1.2579, -0.5267, -1.1836], [-1.5273, -1.3395, 2.5678], [-1.0078, 0.0856, -0.2820], [0.3148, 0.5987, -0.7618], [-0.4553, -1.0613, 1.5785], [-2.3113, 1.2426, 0.3659], [-0.7821, 0.9027, -2.7788], [-0.4830, 2.4975, -1.7710], [0.7145, 1.7365, -2.5765], [0.2607, 2.0123, 0.8567], [1.6259, 2.2154, -0.5306], [1.8224, 0.9733, 0.8080], [1.1401, -0.7446, -2.2702], [2.2540, -0.2089, -1.0144], [1.1779, -1.4951, -0.5051], [-2.2325, -0.5229, 2.6229], [-2.1744, -2.1810, 2.1107], [-1.0675, -1.7404, 3.4739], [-1.4144, -0.8121, -0.7825], [0.0671, -1.9708, 1.6043], [0.2973, -0.3727, 1.8705]], "forces_ev_per_a": [[-1.882, 1.595, 0.057], [-0.647, -0.657, 2.706], [-0.990, -2.373, 0.249], [-1.032, -1.487, -1.641], [0.265, -1.058, 0.721], [-0.287, -0.049, -0.728], [1.656, 0.191, -0.178], [0.336, -0.424, -0.088], [0.364, 0.477, 1.057], [-0.243, -2.147, -0.024], [1.805, -0.328, -0.733], [1.946, 0.062, -1.367], [-0.204, 0.316, 0.772], [-1.260, 1.073, -1.100], [0.052, -0.336, 0.929], [1.027, 0.425, -0.118], [-0.161, 1.844, -1.602], [0.268, 0.401, 0.729], [1.165, 1.099, 0.711], [-0.464, 0.565, 0.221], [0.209, 0.571, 0.396], [-0.401, 1.054, -1.036], [-1.525, -0.813, 0.067]], "total_charge": 1, "total_energy_ev": -77988.78855, "mol_weight_g_mol": 181.10, "e_above_lowest_kcal_mol": 73.0, "gap_ev": [9.89, 9.90], "e_homo_ev": [-14.9, -14.9]}

---

# 3
{"formula": "C25H55B3Cl2O8", "method": "ωB97M-V/def2-TZVPD", "species": ["C", "C", "B", "O", "B", "O", "B", "C", "Cl", "C", "C", "Cl", "O", "H", "H", "H", "H", "H", "C", "C", "O", "C", "C", "H", "H", "H", "H", "H", "H", "H", "H", "H", "H", "C", "C", "O", "C", "C", "H", "H", "H", "H", "H", "H", "H", "H", "H", "H", "C", "C", "O", "C", "C", "H", "H", "H", "H", "H", "H", "H", "H", "H", "H", "C", "C", "O", "C", "C", "H", "H", "H", "H", "H", "H", "H", "H", "H", "H", "C", "C", "O", "C", "C", "H", "H", "H", "H", "H", "H", "H", "H", "H", "H"], "positions_angstrom": [[1.1582, 1.0392, -3.4087], [1.7519, 0.4599, -2.5444], [2.0389, -0.3376, -1.2883], [1.4500, -1.5883, -1.1082], [0.5017, -1.4578, -0.1136], [0.7150, -0.4385, 0.8027], [2.0474, -0.0647, 0.9457], [2.7087, 0.0367, 2.3643], [3.1056, 1.6376, 2.9518], [2.9808, -1.0340, 3.1127], [2.7013, -2.4393, 2.6705], [3.7130, -0.9173, 4.6662], [2.7497, 0.1723, -0.2109], [0.6310, 1.6208, -4.1365], [-0.4618, -2.1409, -0.0471], [1.8382, -2.5032, 2.0167], [3.5896, -2.8623, 2.2046], [2.4960, -3.0488, 3.5482], [-3.3559, 4.0859, 1.1418], [-2.5175, 3.6536, 2.3340], [-2.1096, 2.2991, 2.2960], [-1.2914, 1.9381, 1.1969], [0.0253, 2.6885, 1.1170], [-4.2000, 3.4097, 1.0026], [-3.7396, 5.0940, 1.3003], [-2.7767, 4.0943, 0.2167], [-3.1059, 3.7499, 3.2467], [-1.6482, 4.3121, 2.4474], [-1.8449, 2.0506, 0.2564], [-1.0914, 0.8797, 1.3194], [-0.1215, 3.7466, 0.8945], [0.6525, 2.2760, 0.3252], [0.5615, 2.6180, 2.0645], [-5.7518, -0.9823, -3.2961], [-4.2940, -1.1555, -2.9098], [-3.5866, 0.0640, -2.7715], [-4.0663, 0.9415, -1.7699], [-4.0118, 0.3669, -0.3650], [-5.8352, -0.3534, -4.1825], [-6.1974, -1.9531, -3.5149], [-6.3368, -0.5217, -2.4976], [-3.7756, -1.6996, -3.6995], [-4.2056, -1.7551, -1.9958], [-5.0806, 1.2825, -2.0078], [-3.4188, 1.8185, -1.8284], [-4.7164, -0.4550, -0.2289], [-4.2551, 1.1375, 0.3658], [-3.0122, -0.0121, -0.1514], [5.0620, 6.9686, 2.6183], [3.7136, 7.3260, 2.0155], [3.6515, 7.1658, 0.6108], [3.8662, 5.8494, 0.1347], [2.8485, 4.8395, 0.6358], [5.8625, 7.5014, 2.1036], [5.0833, 7.2391, 3.6743], [5.2705, 5.9001, 2.5468], [3.5032, 8.3811, 2.1915], [2.9131, 6.7580, 2.5036], [4.8837, 5.5167, 0.3698], [3.8034, 5.9247, -0.9510], [2.9423, 4.6648, 1.7087], [2.9886, 3.8811, 0.1345], [1.8345, 5.1923, 0.4430], [6.0242, -5.2966, 5.5688], [4.8654, -4.4518, 6.0709], [3.7170, -4.5060, 5.2453], [3.1205, -5.7810, 5.0954], [2.6166, -6.3822, 6.3964], [6.2474, -5.0570, 4.5284], [6.9132, -5.1064, 6.1703], [5.8076, -6.3645, 5.6278], [5.1574, -3.4017, 6.0812], [4.6105, -4.7204, 7.1022], [3.8080, -6.4711, 4.5930], [2.2797, -5.6252, 4.4180], [3.4351, -6.6424, 7.0691], [2.0526, -7.2930, 6.1944], [1.9682, -5.6761, 6.9162], [-4.2744, -1.6074, -8.9367], [-3.7137, -1.4456, -7.5337], [-4.5812, -1.9036, -6.5134], [-4.9100, -3.2791, -6.5510], [-3.7124, -4.2026, -6.4007], [-5.2677, -1.1621, -9.0036], [-3.6214, -1.1174, -9.6591], [-4.3576, -2.6565, -9.2250], [-3.5601, -0.3875, -7.3220], [-2.7340, -1.9301, -7.4522], [-5.4682, -3.5173, -7.4636], [-5.5937, -3.4311, -5.7151], [-3.0467, -4.1516, -7.2634], [-4.0463, -5.2357, -6.3015], [-3.1331, -3.9350, -5.5159]], "forces_ev_per_a": [[-0.282, 0.631, -0.492], [0.106, -0.388, 0.240], [0.786, -0.286, -0.070], [-0.598, 0.415, -0.213], [0.076, 0.161, -0.063], [0.159, -0.766, 0.397], [0.125, 0.435, 0.282], [0.144, 0.164, 0.474], [-0.037, -0.177, -0.295], [-0.323, 0.075, -0.418], [0.113, -0.063, 0.512], [0.149, 0.089, 0.102], [-0.432, -0.058, -0.084], [0.161, -0.195, 0.050], [0.052, -0.106, 0.021], [0.014, 0.054, -0.245], [-0.017, -0.072, -0.173], [-0.016, -0.055, 0.019], [0.089, -0.076, -0.089], [-0.011, 0.101, 0.048], [-0.005, -0.002, 0.011], [-0.031, 0.037, -0.214], [-0.112, 0.185, 0.182], [-0.040, 0.021, 0.033], [-0.005, 0.006, 0.021], [0.001, 0.033, 0.006], [0.008, -0.052, 0.018], [-0.005, 0.013, -0.033], [0.016, 0.042, -0.002], [-0.083, -0.069, 0.108], [0.024, -0.007, -0.042], [-0.029, 0.001, -0.041], [0.034, -0.019, -0.019], [-0.037, 0.158, 0.072], [-0.022, -0.153, -0.036], [0.096, 0.038, -0.047], [0.000, 0.084, 0.076], [-0.071, -0.172, -0.080], [0.017, -0.061, -0.057], [0.011, -0.016, -0.017], [-0.001, -0.051, 0.021], [0.030, 0.061, -0.030], [-0.030, 0.023, 0.018], [-0.015, -0.027, 0.013], [0.016, -0.010, -0.038], [-0.037, 0.035, -0.005], [0.035, 0.002, 0.036], [0.013, 0.021, 0.037], [0.016, -0.104, -0.078], [0.003, 0.036, 0.104], [-0.016, 0.072, -0.058], [0.011, -0.106, -0.061], [-0.002, 0.059, 0.117], [-0.003, 0.039, 0.018], [-0.010, 0.019, 0.006], [-0.014, -0.003, 0.038], [-0.011, 0.013, -0.053], [0.022, -0.028, 0.008], [-0.010, -0.018, 0.027], [-0.007, 0.060, -0.001], [0.012, -0.054, -0.009], [0.007, -0.005, -0.012], [0.006, 0.001, -0.054], [-0.090, -0.104, -0.041], [0.123, 0.046, 0.071], [-0.092, 0.074, -0.102], [-0.048, -0.097, 0.005], [0.098, 0.045, 0.070], [0.025, 0.040, 0.006], [0.005, 0.023, 0.005], [0.021, 0.000, 0.033], [-0.052, 0.021, -0.033], [0.005, -0.037, -0.008], [0.010, -0.013, 0.031], [0.011, 0.048, -0.017], [-0.001, -0.038, -0.015], [-0.013, 0.001, -0.018], [-0.038, -0.005, -0.025], [-0.054, -0.121, 0.030], [0.066, 0.057, -0.082], [-0.055, 0.077, 0.118], [-0.014, -0.104, 0.017], [0.074, 0.077, -0.071], [0.011, 0.044, -0.003], [0.009, 0.020, 0.005], [0.035, 0.005, -0.019], [-0.026, 0.000, 0.056], [-0.009, -0.027, -0.024], [0.029, -0.015, -0.016], [-0.010, 0.054, 0.010], [-0.017, -0.033, -0.014], [-0.017, -0.004, 0.013], [-0.025, -0.019, 0.031]], "total_energy_ev": -70273.97029, "mol_weight_g_mol": 587.05, "gap_ev": 9.56, "e_homo_ev": -9.2}

---

# 4
{"formula": "C33H45CaN6SSi2Te", "method": "ωB97M-V/def2-TZVPD", "species": ["Ca", "C", "C", "C", "C", "C", "N", "C", "C", "C", "C", "C", "C", "C", "N", "C", "C", "C", "N", "C", "C", "N", "C", "C", "C", "N", "H", "H", "H", "H", "H", "H", "H", "H", "H", "H", "H", "H", "H", "H", "H", "H", "H", "H", "S", "C", "N", "C", "C", "C", "C", "H", "H", "H", "H", "H", "C", "Si", "C", "C", "C", "Te", "C", "Si", "C", "C", "C", "H", "H", "H", "H", "H", "H", "H", "H", "H", "H", "H", "H", "H", "H", "H", "H", "H", "H", "H", "H", "H", "H"], "positions_angstrom": [[0.2566, -0.6704, -0.9695], [-5.4322, 3.2153, -1.6684], [-4.5039, 2.0282, -1.5877], [-4.7630, 0.9509, -0.7350], [-3.8890, -0.1074, -0.6337], [-2.7061, -0.1950, -1.3938], [-1.8119, -1.2636, -1.2273], [-2.3484, -2.5442, -1.0411], [-3.4996, -2.9758, -1.7216], [-4.0333, -4.2370, -1.5571], [-3.4378, -5.1763, -0.7148], [-3.9922, -6.5710, -0.5643], [-2.2869, -4.7848, -0.0596], [-1.7561, -3.5053, -0.2035], [-0.5754, -3.2206, 0.5801], [-0.3682, -3.5795, 1.8647], [0.9226, -3.2288, 2.2011], [1.4428, -2.6470, 1.0402], [0.5314, -2.6485, 0.0629], [-2.4678, 0.8854, -2.2640], [-3.3438, 1.9729, -2.3315], [-1.3609, 0.9108, -3.1904], [-1.4046, 1.3441, -4.4661], [-0.1304, 1.2689, -4.9839], [0.6470, 0.7668, -3.9387], [-0.0992, 0.5497, -2.8530], [-6.4463, 2.9367, -1.3812], [-5.4651, 3.6261, -2.6783], [-5.1072, 4.0144, -0.9971], [-5.6605, 0.9591, -0.1236], [-4.1000, -0.9134, 0.0577], [-3.9775, -2.2782, -2.3987], [-4.9292, -4.5088, -2.1069], [-5.0567, -6.5944, -0.7977], [-3.8576, -6.9457, 0.4512], [-3.4909, -7.2668, -1.2414], [-1.7661, -5.4955, 0.5752], [-1.1452, -4.0507, 2.4450], [1.4091, -3.3711, 3.1522], [2.4349, -2.2630, 0.8472], [-3.0973, 2.7996, -2.9913], [-2.3326, 1.6495, -4.9225], [0.1837, 1.5333, -5.9800], [1.7000, 0.5238, -3.9239], [3.2697, -1.3642, -2.2524], [4.8618, -0.8811, -1.9658], [5.7751, -1.8154, -1.5794], [7.0829, -1.5664, -1.3085], [7.5735, -0.3091, -1.4202], [6.6931, 0.7041, -1.8524], [5.3816, 0.4277, -2.1233], [5.4198, -2.7595, -1.5159], [7.6794, -2.4168, -1.0113], [8.6106, -0.1040, -1.1980], [7.0676, 1.7127, -1.9807], [4.7039, 1.1907, -2.4782], [0.0140, 1.5384, 6.1617], [0.1562, 0.6778, 4.5206], [-0.9176, -0.8423, 4.4280], [1.9253, 0.2231, 4.1482], [-0.4388, 1.8993, 3.2216], [-0.8794, 1.0589, 1.3110], [-0.3957, 2.8285, 0.1889], [1.4129, 3.3266, 0.0720], [2.3940, 1.8833, -0.6027], [2.1917, 3.8277, 1.6887], [1.4900, 4.7507, -1.1265], [0.3432, 0.8932, 6.9832], [-1.0212, 1.8327, 6.3622], [0.6304, 2.4432, 6.1803], [-0.6356, -1.5756, 5.1908], [-0.8162, -1.3216, 3.4483], [-1.9738, -0.5927, 4.5779], [2.2948, -0.5099, 4.8740], [2.5831, 1.0970, 4.2013], [2.0156, -0.2164, 3.1488], [0.2873, 2.6905, 3.0595], [-1.3754, 2.3622, 3.5388], [-1.0070, 3.6313, 0.6104], [-0.7722, 2.6397, -0.8222], [2.3157, 0.9950, 0.0363], [3.4566, 2.1450, -0.6471], [2.0782, 1.6231, -1.6217], [2.2602, 2.9932, 2.3895], [1.6517, 4.6471, 2.1747], [3.2096, 4.1783, 1.4904], [1.0495, 4.4813, -2.0917], [2.5248, 5.0634, -1.3010], [0.9438, 5.6168, -0.7380]], "forces_ev_per_a": [[1.586, 0.439, -0.074], [0.082, -0.074, 0.035], [-0.121, 0.039, 0.044], [-0.025, 0.027, 0.038], [0.008, 0.073, 0.008], [0.068, -0.449, -0.110], [-0.851, -0.236, -0.064], [0.056, 0.343, 0.011], [-0.016, 0.019, -0.039], [-0.029, -0.028, -0.008], [-0.126, -0.061, -0.046], [0.056, 0.077, -0.033], [0.158, -0.046, 0.059], [0.203, 0.060, 0.057], [-0.161, 0.046, 0.130], [0.042, -0.002, -0.085], [0.025, 0.008, -0.012], [-0.202, -0.244, 0.073], [0.111, -0.915, 0.406], [0.157, -0.026, -0.079], [0.135, 0.075, -0.051], [-0.085, -0.120, 0.057], [-0.020, -0.059, 0.011], [0.032, 0.037, -0.025], [-0.125, -0.015, -0.044], [-0.303, 0.652, -0.803], [0.031, 0.009, -0.019], [0.001, -0.016, 0.029], [-0.015, -0.029, -0.015], [0.062, -0.010, -0.047], [-0.017, -0.004, -0.020], [-0.007, -0.010, 0.031], [0.057, 0.029, 0.029], [0.026, 0.000, 0.019], [-0.008, 0.017, -0.025], [-0.018, 0.019, 0.013], [-0.018, 0.049, -0.026], [0.013, 0.038, -0.066], [-0.026, 0.008, -0.073], [-0.072, 0.051, -0.005], [0.005, -0.058, 0.016], [0.043, -0.027, 0.079], [-0.015, -0.044, 0.072], [-0.058, 0.010, 0.039], [-0.220, -0.138, 0.043], [0.030, 0.111, 0.039], [0.069, 0.058, 0.007], [-0.110, -0.172, -0.007], [0.078, 0.141, -0.007], [-0.047, 0.022, -0.030], [-0.008, 0.061, -0.020], [-0.005, -0.063, 0.055], [-0.044, -0.007, -0.008], [-0.052, -0.023, -0.025], [-0.036, -0.031, 0.004], [0.036, -0.015, 0.046], [0.005, 0.033, 0.226], [0.021, 0.012, -0.083], [-0.168, -0.078, 0.042], [0.199, -0.049, 0.001], [-0.103, -0.008, -0.031], [-0.277, 0.456, 0.320], [-0.134, 0.035, 0.117], [0.017, -0.034, -0.094], [-0.004, -0.081, -0.194], [-0.054, 0.107, 0.151], [0.027, 0.139, -0.092], [-0.034, 0.076, -0.073], [0.093, -0.024, -0.003], [-0.057, -0.072, 0.015], [-0.027, 0.046, -0.084], [-0.026, 0.001, 0.090], [0.097, -0.042, -0.011], [-0.018, 0.059, -0.087], [-0.046, -0.077, -0.017], [0.003, 0.029, 0.064], [0.060, 0.039, 0.024], [0.040, -0.003, -0.023], [-0.022, -0.066, -0.063], [-0.026, 0.029, 0.042], [0.068, 0.059, 0.012], [-0.097, -0.068, 0.011], [0.083, 0.023, 0.156], [0.055, 0.019, -0.005], [0.054, -0.087, -0.020], [-0.056, -0.019, 0.027], [0.041, 0.030, 0.060], [-0.094, -0.010, -0.002], [0.050, -0.070, -0.056]], "total_charge": 1, "total_energy_ev": -96213.61822, "mol_weight_g_mol": 781.68, "e_above_lowest_kcal_mol": 11.3, "gap_ev": 6.67, "e_homo_ev": -9.1}